(1)
Molecular formula: C19H59N21O11
Method: DFT, ωB97M-V/def2-TZVPD

Positions of all 110 atoms, in Å:
O1 2.19228 -0.24570 2.38145
O2 -1.29068 -0.85671 -4.60744
O3 0.54007 4.21930 -3.70291
O4 0.34101 -1.02881 -2.15262
O5 -3.73817 0.86613 3.83257
O6 -0.91959 -3.48346 -3.01560
O7 1.73754 -4.13594 -1.89114
O8 0.67449 3.26496 0.74121
O9 1.75021 0.55898 -4.05043
O10 5.04634 2.46176 -1.81790
O11 5.29407 -0.38728 1.83748
N1 1.14533 -1.22426 -0.04597
N2 2.80484 3.14015 1.53773
N3 -3.99445 0.40161 2.55281
N4 0.74325 0.00712 4.14404
N5 4.01420 0.76291 -0.59685
N6 -1.44361 3.00317 -4.02698
N7 3.40835 -3.42374 -0.46960
N8 2.68787 -5.55719 -0.41032
N9 6.46794 -1.68817 3.32113
N10 3.83538 0.87124 -3.33705
N11 4.24883 -1.91737 3.09645
N12 1.95710 5.14677 0.89087
N13 -1.38434 -4.94485 -1.32319
N14 -2.97207 -3.55518 -2.09556
N15 2.36244 1.48000 3.84391
N16 -2.95229 0.35251 -5.64301
N17 5.73337 1.88932 0.26197
N18 0.71744 0.84526 -1.03801
N19 -0.58706 3.41981 -1.97753
N20 2.57697 2.69208 -3.95168
N21 -3.01944 -0.11394 -3.42798
C1 0.68440 -0.51845 -1.09299
C2 -6.43723 -0.15132 3.29675
C3 -5.33112 -1.25694 1.43193
C4 -5.92212 1.27542 1.29829
C5 2.65619 1.35675 -3.79259
C6 -2.79743 -0.04535 1.82820
C7 1.72833 3.82155 1.01525
C8 -2.33590 -0.22859 -4.57098
C9 -1.81886 1.09142 1.53381
C10 -0.44394 3.59337 -3.29925
C11 2.57213 -4.36021 -1.03411
C12 -1.65645 -3.90236 -2.14381
C13 1.76273 0.37564 3.35799
C14 4.96571 1.69162 -0.84453
C15 -4.38114 -1.43830 0.23192
C16 -3.19375 -0.53205 0.40665
C17 5.34056 -1.21117 2.75722
C18 -2.10525 -1.23927 2.51956
C19 -5.39559 0.08718 2.18211
H1 0.47791 0.53489 4.95301
H2 -1.33027 2.89760 -1.53939
H3 -1.66314 3.46104 -4.89347
H4 -6.32580 -1.61435 1.16033
H5 -5.11864 1.61329 0.64095
H6 4.15905 0.19365 0.22322
H7 1.64460 3.01533 -4.15443
H8 3.70298 3.58500 1.59563
H9 -6.84280 1.15061 0.72677
H10 -6.16870 0.57669 4.07372
H11 1.67255 -0.73289 0.65979
H12 3.42160 -1.64868 2.55904
H13 0.15339 3.49890 -1.29669
H14 4.19851 -2.79475 3.58011
H15 -3.49992 0.41537 -0.05189
H16 1.19472 -2.22424 -0.11360
H17 -2.33980 0.47358 -6.43290
H18 3.37007 1.44898 3.80506
H19 3.63930 -3.59192 0.49119
H20 -1.28331 1.54496 2.37368
H21 2.15439 -6.34675 -0.72638
H22 0.49421 1.37660 -1.85956
H23 3.65113 -2.59994 -0.98969
H24 1.18119 5.62953 0.46974
H25 -2.00452 2.33739 -3.53143
H26 -4.82905 -1.32746 -0.75463
H27 -7.45202 0.17661 3.09086
H28 4.64899 1.27555 -2.90726
H29 -6.07991 2.18310 1.88918
H30 -3.94245 0.47316 -5.72970
H31 3.42788 0.56936 -1.39777
H32 -2.61060 -0.79950 -2.79935
H33 -2.39937 -1.02550 -0.15409
H34 -3.59917 -3.80089 -1.35595
H35 -3.14810 -3.03412 -2.94330
H36 5.71966 1.22589 1.02132
H37 -1.04835 -0.97983 2.63385
H38 -0.49674 -5.41521 -1.35121
H39 -3.83553 0.42088 -3.20422
H40 2.76239 2.14915 1.68223
H41 2.91360 5.42569 0.99624
H42 -2.25878 2.00104 1.11841
H43 1.17731 1.21443 -0.21950
H44 0.21031 -0.83297 3.98326
H45 -6.21042 -1.09336 3.79329
H46 -2.26863 -1.38365 3.59570
H47 -2.24502 -2.26265 2.17120
H48 1.95835 2.20961 4.39921
H49 -3.51575 1.80329 3.76164
H50 -4.86966 -2.01298 2.07128
H51 -1.08270 0.68420 0.83991
H52 6.26663 2.73536 0.35419
H53 3.56775 -5.70782 0.05219
H54 7.32551 -1.17461 3.21768
H55 3.79626 -0.13492 -3.41112
H56 6.34397 -2.46621 3.93980
H57 -2.10754 -5.39517 -0.79504
H58 -3.83784 -2.38505 0.30500
H59 3.31143 3.25533 -3.55737

Its SMILES is CC1(C)CCCC(C)(C)N1O.NC(N)=O.NC(N)=O.NC(N)=O.NC(N)=O.NC(N)=O.NC(N)=O.NC(N)=O.NC(N)=O.NC(N)=O.NC(N)=O. The total energy is -74479.287 eV. Its orbital gap is 0.266 Eh. The calculation puts the relative energy (zero: lowest compared OMol25 entry of this formula, charge and spin) at 594.75 kJ/mol. Its maximum force is 4.1 eV/A. The value obtained for the HOMO energy is -7.43 eV. Its spin multiplicity is 1.

Results of the Mulliken charge analysis, in e, for atoms 1 through 2: -0.87 -0.45

(2)
Molecular formula: C19H60F6N14O11P
Method: DFT, ωB97M-V/def2-TZVPD

Positions of all 111 atoms, in Å:
P1 -1.00532 -0.56327 0.36760
F1 -0.12704 -1.29226 1.53918
F2 -1.94699 0.21141 -0.71009
F3 -1.68111 0.17805 1.59643
F4 -0.28530 -1.34886 -0.82018
F5 0.27281 0.48128 0.26858
F6 -2.09505 -1.79471 0.41478
O1 -3.65203 2.82284 -2.92883
O2 0.64445 -5.84138 0.21637
O3 -2.95231 1.61132 5.91889
O4 -2.99422 3.46401 1.60509
O5 4.81365 3.30660 -2.16650
O6 -1.81530 -4.70224 -2.50374
O7 5.47031 -2.20677 -0.81600
O8 0.88070 -0.22314 -6.01298
O9 -0.75615 5.23829 1.83595
O10 2.51151 1.27729 4.58580
O11 -2.80161 -3.23294 5.10412
N1 1.99658 -0.02929 2.88228
N2 -2.89374 -2.67977 -2.56196
N3 -2.81840 -3.91170 -4.32282
N4 -2.74426 -5.10009 4.00442
N5 -4.44939 2.82132 -0.02974
N6 -2.45689 3.12602 -0.55337
N7 -0.71167 -4.11081 -0.11136
N8 0.69018 -3.98594 1.49516
N9 -1.96122 1.75679 3.97369
N10 -3.59513 1.99584 -4.97464
N11 0.73655 -0.11000 4.52468
N12 -2.90894 0.74711 -3.46597
N13 -2.37270 -3.22555 2.92516
N14 -3.77707 2.80150 4.15669
C1 1.29237 0.41036 -3.74200
C2 0.44149 4.75335 2.46907
C3 0.33986 4.51976 3.94241
C4 0.27455 -4.71841 0.51029
C5 -2.64786 -3.84106 4.09692
C6 -3.40913 1.92627 -3.70960
C7 -2.88098 2.13308 4.81480
C8 4.46829 2.07074 -1.56727
C9 1.76595 0.49783 4.01522
C10 -0.02604 -1.63807 -4.31189
C11 -2.39599 -3.82826 -3.13095
C12 0.75094 3.45052 1.80000
C13 -3.27064 3.10577 0.44076
C14 4.13699 -2.53688 -0.79299
C15 3.30556 -2.32335 -2.00902
C16 5.49147 1.74817 -0.45435
C17 3.02716 2.18817 -1.02299
C18 1.14095 -0.69858 -4.74924
C19 3.66821 -1.82095 0.49119
H1 6.35075 1.34662 -0.99146
H2 -2.90291 -2.66187 -1.55216
H3 -3.54472 3.09118 3.21744
H4 2.90565 0.27848 2.56768
H5 4.09473 -2.21801 1.41234
H6 -1.46071 4.61415 2.02479
H7 1.20752 4.06393 4.41936
H8 2.34696 2.73282 -1.67781
H9 -4.55015 3.15670 4.70102
H10 5.75729 3.34896 -2.33782
H11 -2.24836 -4.45173 -4.95805
H12 0.64968 0.03271 5.52077
H13 0.96563 3.47755 0.73169
H14 -2.79475 3.07209 -1.50365
H15 3.54148 -1.35802 -2.45688
H16 2.54362 1.21625 -0.92464
H17 2.18288 1.03218 -3.83376
H18 0.28791 -2.14849 -3.40140
H19 -3.10092 -1.85172 -3.10188
H20 -2.73523 0.22328 -4.31186
H21 1.72358 3.20785 2.22798
H22 0.27004 -3.09034 1.69887
H23 2.60917 -1.89033 0.73960
H24 1.11878 0.06401 -2.72317
H25 3.89453 -3.56784 -0.53525
H26 -2.99385 -5.47780 3.10156
H27 5.77053 -2.14442 0.09371
H28 -2.06904 1.81664 2.97125
H29 0.30019 -0.90611 4.08206
H30 3.55640 -2.99478 -2.83022
H31 1.29566 -0.61725 2.45438
H32 0.47413 1.12020 -3.86330
H33 4.50229 1.32314 -2.35975
H34 1.26327 5.46782 2.42095
H35 -1.19392 -4.55444 -0.87995
H36 -0.48354 3.85550 4.20483
H37 5.26453 0.92297 0.22067
H38 -2.40335 -2.21634 2.89931
H39 -0.78307 -3.10883 -0.00626
H40 -2.41928 0.56265 -2.60208
H41 3.74529 -0.73601 0.42003
H42 -3.37998 -3.11996 -4.60186
H43 5.93782 2.57336 0.10057
H44 -2.31948 -3.69615 2.03309
H45 2.03663 -1.31413 -4.66583
H46 1.38387 -4.37998 2.11454
H47 2.93339 2.75847 -0.09883
H48 2.24909 -2.35523 -1.74266
H49 -0.00986 5.36920 4.52913
H50 -0.97904 -1.18566 -4.03762
H51 -4.40063 2.40793 -0.94997
H52 0.11226 2.60160 2.04399
H53 -1.48275 3.21472 -0.30184
H54 -3.50685 1.14165 -5.50630
H55 -4.13493 2.76836 -5.33784
H56 -5.26696 2.67546 0.54507
H57 -2.90434 -5.59258 4.87155
H58 -1.24494 1.24490 4.46868
H59 -0.33454 -2.30753 -5.11485
H60 1.68395 0.28290 -6.15548

The total energy is -89660.117 eV. Its orbital gap (spin up / spin down) is 0.309 / 0.106 Eh. As for the expectation value of S²: 0.768. Its maximum force is 6.2 eV/A. The value obtained for the HOMO energy (spin up / spin down) is -8.62 / -8.62 eV. Its spin multiplicity is 2.

Results of the Mulliken charge analysis, in e, for atoms 1 through 2: 1.09 -0.26